A cluster of 2 separate species, C37H37N3O3S in total. Source: the OMol25 dataset; level of theory: wB97M-V/def2-TZVPD.

```
81
Properties=species:S:1:pos:R:3:forces:R:3
C 2.384 -0.792 -6.005 0.316 0.271 -0.129
N 1.512 -0.773 -4.854 -0.324 -0.364 0.103
C 0.567 -1.741 -4.673 -0.141 -0.827 -1.022
O 0.353 -2.674 -5.443 0.206 1.318 1.246
C -0.149 -1.445 -3.356 -0.575 -0.287 -0.672
C 0.001 -2.591 -2.356 0.247 -0.126 0.323
C -0.630 -3.879 -2.844 -0.057 -0.082 -0.069
C 0.158 -5.013 -3.059 -0.242 0.165 -0.102
C -0.416 -6.184 -3.556 -0.207 0.206 0.075
C -1.790 -6.223 -3.831 0.175 0.237 0.101
C -2.582 -5.089 -3.608 0.211 0.118 0.091
C -2.000 -3.919 -3.110 0.190 -0.337 -0.117
N 0.491 -0.198 -2.924 -0.792 0.941 1.952
C 0.108 0.440 -1.800 0.133 -1.146 -1.313
C 0.707 1.605 -1.335 0.442 1.260 0.747
C 0.374 2.329 -0.193 -0.133 -0.801 -0.873
C 1.049 3.539 0.191 0.685 0.966 0.147
C 0.659 4.272 1.350 -0.027 -0.439 -0.364
C 1.316 5.437 1.719 0.016 -0.112 -0.143
C 2.382 5.935 0.955 -0.288 -0.213 0.135
C 3.077 7.196 1.357 0.213 0.278 0.024
C 2.778 5.237 -0.188 -0.126 -0.290 -0.144
C 2.136 4.069 -0.569 -0.327 -0.106 0.298
C 1.562 0.262 -3.828 0.603 -0.025 -0.558
C 2.940 0.232 -3.149 -0.041 -0.181 0.120
C 1.236 1.621 -4.465 -0.253 -0.081 -0.005
H 2.135 -1.673 -6.600 -0.003 0.158 0.154
H 2.247 0.110 -6.615 0.006 -0.210 0.051
H 3.436 -0.847 -5.697 -0.197 -0.050 -0.092
H -1.221 -1.271 -3.569 0.478 -0.006 0.069
H 1.076 -2.747 -2.179 -0.272 0.022 0.069
H -0.458 -2.273 -1.407 0.140 -0.158 -0.146
H 1.229 -4.946 -2.858 -0.274 -0.161 -0.069
H 0.214 -7.059 -3.729 -0.262 0.239 0.043
H -2.241 -7.136 -4.220 0.114 0.266 0.113
H -3.652 -5.105 -3.819 0.337 -0.077 0.073
H -2.594 -3.019 -2.936 -0.034 -0.354 -0.041
H -0.723 -0.027 -1.264 0.227 0.129 -0.094
H 1.525 1.994 -1.935 -0.413 -0.137 0.392
H -0.451 1.980 0.435 0.196 0.076 -0.060
H -0.177 3.902 1.947 0.225 0.102 -0.116
H 1.014 5.987 2.611 -0.022 -0.229 -0.221
H 3.875 7.436 0.650 -0.096 0.027 0.145
H 2.382 8.043 1.390 0.066 -0.173 -0.027
H 3.518 7.110 2.357 -0.085 -0.049 -0.156
H 3.606 5.622 -0.786 -0.222 -0.133 0.133
H 2.483 3.561 -1.470 -0.072 0.183 0.289
H 3.147 -0.792 -2.806 0.014 0.306 -0.127
H 3.708 0.541 -3.868 -0.186 -0.098 0.215
H 2.985 0.893 -2.281 0.149 -0.121 -0.197
H 0.286 1.531 -5.010 0.285 0.096 0.070
H 1.126 2.408 -3.718 0.070 -0.039 -0.255
H 2.036 1.902 -5.160 -0.231 -0.060 0.173
C 1.631 2.476 6.395 -0.109 -0.099 -0.102
C 1.008 1.519 7.204 -0.087 0.099 -0.211
C -0.147 0.872 6.759 0.220 0.109 -0.226
C -0.652 1.174 5.495 0.177 -0.018 -0.116
S -2.152 0.370 4.912 1.268 -0.637 0.048
C -1.602 -1.001 4.022 0.289 0.525 0.312
C -2.526 -1.915 3.515 -0.261 -0.132 -0.040
C -2.088 -3.096 2.825 -0.426 0.081 -0.038
C -3.002 -3.988 2.290 0.316 0.247 0.070
C -4.386 -3.754 2.408 -0.142 -0.247 -0.151
C -5.328 -4.657 1.822 -1.110 -1.182 -0.708
N -6.099 -5.396 1.340 1.299 1.256 0.778
C -4.840 -2.620 3.104 0.282 0.237 0.118
C -3.943 -1.727 3.651 -0.255 -0.257 -0.197
O -2.839 -0.011 6.130 -0.494 0.192 -0.085
O -2.757 1.348 4.034 -0.640 0.410 -0.109
C -0.049 2.139 4.690 0.315 -0.106 0.228
C 1.105 2.787 5.135 -0.153 -0.188 0.166
H 2.531 2.981 6.746 -0.191 -0.114 -0.071
H 1.414 1.265 8.184 -0.064 0.165 -0.267
H -0.654 0.138 7.380 0.051 0.129 -0.176
H -0.526 -1.145 3.957 -0.230 0.085 0.115
H -1.009 -3.250 2.743 -0.343 -0.141 -0.045
H -2.659 -4.884 1.764 -0.099 0.294 0.175
H -5.912 -2.436 3.213 0.342 -0.132 -0.065
H -4.348 -0.869 4.187 0.254 -0.206 -0.140
H -0.483 2.377 3.721 -0.014 -0.118 0.214
H 1.580 3.525 4.486 -0.038 -0.143 0.280
```
Positions in Å, forces in eV/Å.

Calculated values
energy relative to the best compared isomer or geometry (same formula, charge and spin): 0.915 eV
gap between HOMO and LUMO: 0.0763 Ha
maximum force: 2.307 eV/Å
calculated total energy: -60413.939 eV
total charge: 0